1.
111
Properties=species:S:1:pos:R:3 method="wB97M-V/def2-TZVPD" homo_ha="-0.329 / -0.389" total_charge=+1 s2=2.0134 multiplicity=3 gap_ev="6.36 / 7.83"
Ti 0.5399 -0.3814 1.1935
C 0.9489 0.1511 4.4791
O 0.3794 -0.4044 3.2881
Si -0.6971 -1.7999 3.4189
C -2.3871 -1.1530 4.0296
C -0.0089 -2.8518 4.8501
C -0.5469 -2.2326 1.5473
Si 0.4685 -3.8481 1.3870
C 2.2879 -3.5262 1.9840
C 0.6138 -4.6777 -0.3284
C -0.2649 -5.2625 2.4734
Si -2.2414 -2.5940 0.7451
C -2.2051 -3.3254 -1.0132
C -3.4170 -1.0950 0.6034
C -3.1705 -4.0028 1.6685
H 1.7141 -0.5473 4.8690
H 0.1638 0.3452 5.2422
H 1.3824 1.1253 4.2125
H -2.2682 -0.7543 5.0262
H -3.1538 -1.9331 4.1030
H -2.8010 -0.3600 3.3763
H 0.0329 -2.1851 5.7226
H 0.9726 -3.2921 4.7273
H -0.6876 -3.6617 5.1030
H 2.3485 -2.8931 2.8589
H 2.8523 -3.0522 1.1914
H 2.7396 -4.4749 2.2532
H 0.5013 -4.0208 -1.1891
H -0.0886 -5.4947 -0.4372
H 1.6024 -5.1306 -0.3930
H -0.8491 -4.9597 3.3224
H 0.5519 -5.8987 2.8240
H -0.9485 -5.8969 1.8932
H -1.4949 -2.8722 -1.6866
H -3.1460 -3.1950 -1.4813
H -1.9768 -4.3868 -0.9972
H -2.9891 -0.1823 0.1978
H -3.8751 -0.8699 1.5753
H -4.2241 -1.3990 -0.0527
H -2.8518 -5.0119 1.4437
H -4.2162 -3.9162 1.3633
H -3.1496 -3.9024 2.7386
C 1.3010 4.5740 0.7068
C -0.1072 4.1547 0.2966
Sb -0.8191 2.3235 1.3958
C -2.8726 2.4734 0.6632
C -3.4363 3.8971 0.4518
C -0.9639 3.0232 3.4930
C -2.0108 4.1085 3.7201
H 1.3976 5.6458 0.5522
H 2.0675 4.1004 0.0868
H 1.5309 4.4121 1.7551
H -0.1734 3.9049 -0.7480
H -0.8442 4.9149 0.5513
H -3.4169 1.9149 1.4180
H -2.9165 1.8713 -0.2519
H -3.2734 4.6328 1.2472
H -4.5184 3.8026 0.3700
H -3.0883 4.3511 -0.4962
H 0.0227 3.3817 3.7522
H -1.1763 2.1303 4.0596
H -1.8164 5.0135 3.1295
H -1.9700 4.4016 4.7686
H -3.0434 3.7807 3.5073
C -0.9999 0.5050 -6.8704
C -1.7637 0.4379 -5.5413
N -1.6552 1.5842 -4.6720
C -2.3922 2.7777 -5.1307
C -1.5184 3.9692 -5.5215
C -1.1763 1.5529 -3.3832
O -1.4284 2.5089 -2.6234
C -0.2377 0.4833 -2.9352
C 0.4928 -0.4059 -3.7730
C 1.1671 -1.4068 -3.0570
C 1.1921 -1.4852 -1.6894
N 0.5658 -0.5813 -0.8832
C -0.0907 0.3993 -1.5602
H -0.7290 -0.5150 -7.2154
H -0.0859 1.0690 -6.8346
H -1.6209 0.9250 -7.6494
H -1.5547 -0.5031 -4.9932
H -2.8179 0.3273 -5.8175
H -3.1061 3.0293 -4.3290
H -2.9581 2.4727 -6.0191
H -0.9292 4.3331 -4.6727
H -2.1478 4.7866 -5.8826
H -0.8276 3.7015 -6.3329
H 0.5399 -0.3495 -4.8536
H 1.7130 -2.1596 -3.6291
H 1.7977 -2.2893 -1.2236
H -0.5864 1.1989 -0.9876
C 4.6209 -0.8053 2.0438
P 3.1869 0.0176 1.2095
C 3.4346 1.7573 1.8161
C 3.9281 0.1374 -0.4404
C 4.6365 -0.9126 -1.0033
C 5.0729 -0.8555 -2.3356
C 4.7695 0.2551 -3.1359
C 4.0379 1.3267 -2.5666
C 3.6081 1.2722 -1.2574
H 4.7672 -1.8348 1.7107
H 4.4538 -0.8072 3.1167
H 5.5427 -0.2625 1.8361
H 4.2145 2.2549 1.2481
H 3.6748 1.6828 2.8718
H 2.4910 2.3078 1.6885
H 4.8955 -1.8143 -0.4134
H 5.6848 -1.6832 -2.7283
H 5.0464 0.3361 -4.1639
H 3.7742 2.2029 -3.1623
H 3.0036 2.0693 -0.8157

---

2.
90
Properties=species:S:1:pos:R:3 method="wB97M-V/def2-TZVPD" smiles="O=C1OCCO1.O=C1OCCO1.O=C1OCCO1.O=C1OCCO1.O=C1OCCO1.O=C1OCCO1.O=C1OCCO1.O=C1OCCO1.O=C1OCCO1" homo_ha=-0.388 multiplicity=1 gap_ev=10.62
O 3.5023 -4.0034 0.5562
C 4.5132 -3.3554 0.4851
O 4.6037 -2.1890 -0.1676
C 5.9070 -1.6261 -0.0098
C 6.6138 -2.6219 0.8847
O 5.6575 -3.6632 1.0641
H 6.3724 -1.4484 -0.9816
H 5.7555 -0.6274 0.3998
H 6.7814 -2.1597 1.8633
H 7.5830 -3.0225 0.5988
O 6.5465 3.1597 1.9457
C 5.6473 2.5005 2.3507
O 5.1520 1.4247 1.7416
C 4.0828 0.8249 2.4823
C 4.0384 1.7005 3.7485
O 4.8843 2.7948 3.4240
H 3.2042 0.9756 1.8571
H 4.2553 -0.2195 2.7280
H 4.3698 1.1595 4.6331
H 3.0363 2.1048 3.8799
O -3.9232 0.3686 2.1097
C -3.9971 1.0373 1.1301
O -3.0913 1.0954 0.1690
C -3.4318 2.0808 -0.7942
C -4.8488 2.4826 -0.4176
O -5.0780 1.8229 0.8302
H -2.7752 2.9460 -0.7090
H -3.3350 1.6312 -1.7783
H -5.5690 2.1567 -1.1702
H -4.9632 3.5573 -0.2889
O -0.6672 6.5391 4.2195
C -0.8586 5.6095 3.5134
O -0.7223 5.5806 2.1647
C -0.8665 4.2499 1.6615
C -1.1434 3.4162 2.8985
O -1.1060 4.3610 3.9752
H -1.6801 4.1405 0.9469
H 0.1146 4.0821 1.2194
H -0.4016 2.6472 3.0924
H -2.1315 2.9580 2.8634
O -0.5839 -4.1809 3.7308
C -1.5855 -3.7993 3.2244
O -2.8023 -3.8214 3.7976
C -3.7134 -3.0361 3.0109
C -3.0022 -3.0343 1.6367
O -1.6545 -3.2467 1.9993
H -4.6922 -3.4767 2.8314
H -3.7825 -2.0845 3.5321
H -3.1277 -2.0619 1.1635
H -3.3666 -3.8350 0.9930
O -4.0038 -1.6778 -1.3451
C -5.1064 -1.4235 -1.6807
O -5.5427 -0.3045 -2.3230
C -6.9459 -0.4049 -2.5219
C -7.2306 -1.8881 -2.2946
O -6.1327 -2.3150 -1.5363
H -7.5336 0.1928 -1.8244
H -7.2202 -0.1007 -3.5304
H -7.4584 -2.4207 -3.2192
H -8.1580 -1.9250 -1.7179
O -0.4302 3.2775 -2.1005
C 0.6715 2.8649 -1.9284
O 1.1677 1.7627 -2.5487
C 2.4615 1.4386 -2.0388
C 2.8237 2.6917 -1.2384
O 1.5677 3.3470 -1.0728
H 2.4881 0.5446 -1.4171
H 3.1350 1.3113 -2.8837
H 3.4588 3.3639 -1.8168
H 3.2532 2.4819 -0.2629
O 0.6807 1.2955 1.3949
C 0.4481 0.2527 0.8359
O 1.3092 -0.7761 0.9011
C 0.7275 -1.9501 0.3215
C -0.4701 -1.3659 -0.4750
O -0.6137 -0.0971 0.1454
H 1.3958 -2.2931 -0.4693
H 0.5801 -2.7410 1.0459
H -1.3695 -1.9658 -0.3666
H -0.2318 -1.3129 -1.5353
O 3.2670 -1.6402 -2.5353
C 2.6805 -1.8291 -3.5517
O 1.3564 -1.5010 -3.7112
C 0.9025 -1.9002 -4.9927
C 2.1174 -2.6689 -5.5458
O 3.1863 -2.2455 -4.6921
H 0.1128 -2.6413 -4.8928
H 0.6547 -1.0585 -5.6348
H 2.3120 -2.5372 -6.6053
H 1.9687 -3.7358 -5.3743

---

3.
16
Properties=species:S:1:pos:R:3 method="wB97M-V/def2-TZVPD" homo_ha="-0.279 / -0.279" multiplicity=1 gap_ev="7.79 / 7.79"
C 2.2174 0.0708 0.1403
C 0.8126 -0.4240 0.1974
C -0.1375 -0.8696 -0.8885
N -1.1883 -0.6137 0.1196
C -2.2757 0.0415 -0.0039
C -0.1183 -0.4456 1.2262
O -0.3603 -0.2676 2.3976
H 2.9456 -0.7462 0.0737
H 2.4466 0.6521 1.0391
H 2.3894 0.7270 -0.7237
H -0.1282 1.5402 -0.1644
H -0.2495 -0.2227 -1.7735
H -0.1106 -1.9222 -1.1954
H -0.8041 1.8136 -0.3630
H -2.7388 0.1834 -0.9758
H -2.7005 0.4830 0.8942

---

4.
149
Properties=species:S:1:pos:R:3 method="wB97M-V/def2-TZVPD" homo_ha="-0.367 / -0.367" total_charge=+1 s2=0.7755 multiplicity=2 gap_ev="5.85 / 6.17"
O 3.3739 -1.2589 1.0485
V 3.4934 0.0213 0.1514
C -0.0430 -0.2607 2.3156
F 0.2600 0.8516 2.9692
F 0.5866 -1.2969 2.8153
F -1.3618 -0.4694 2.4226
S 0.2582 -0.0485 0.4764
O 0.6859 -1.3429 0.0505
O -0.9359 0.4690 -0.0917
N 1.6325 0.9380 0.4092
S 1.2342 2.5034 0.2243
O 0.0737 2.8886 0.9361
O 2.4180 3.2905 0.3746
C 0.8159 2.6525 -1.6140
F 1.5437 3.6603 -2.1156
F 1.1398 1.5417 -2.2804
F -0.4641 2.9090 -1.7721
C 5.3725 1.5763 2.1271
O 4.2647 1.2365 1.6444
N 6.5485 1.1381 1.6007
N 5.4192 2.4684 3.1248
H 6.4828 0.5429 0.8004
H 7.4278 1.5355 1.8760
H 6.2777 2.5488 3.6445
H 4.5604 2.6645 3.6354
C 4.9701 2.4308 -1.7551
O 4.1539 1.6030 -1.3017
N 6.3188 2.2282 -1.7997
N 4.5121 3.5441 -2.3577
H 6.7197 1.4048 -1.3977
H 6.9419 2.9928 -1.9945
H 5.0928 4.2140 -2.8278
H 3.5134 3.6749 -2.3346
C 3.0525 -1.0818 -2.9043
O 2.9342 -0.8957 -1.6791
N 2.1157 -1.7405 -3.5944
N 4.1433 -0.6541 -3.6137
H 1.3061 -2.1115 -3.1229
H 2.1281 -1.8675 -4.5928
H 4.2919 -1.0517 -4.5257
H 4.9316 -0.3005 -3.1075
C -1.0676 -0.3941 -3.4467
C -2.5784 -0.4349 -3.2819
O -3.1726 -0.3140 -4.5722
H -0.6147 -0.5899 -2.4725
H -0.8059 0.6053 -3.7882
H -0.6771 -1.1502 -4.1278
H -2.8634 0.3841 -2.6146
H -2.8734 -1.3575 -2.7719
H -3.8867 -0.9503 -4.6558
C -3.7982 -3.0390 0.8932
C -2.3276 -3.3853 1.0740
O -2.0836 -4.5830 0.3265
H -4.3960 -3.9465 0.9632
H -3.9700 -2.6247 -0.1020
H -4.1053 -2.2831 1.6158
H -2.0552 -3.4956 2.1262
H -1.7447 -2.5720 0.6289
H -1.2624 -4.9622 0.6518
C 1.3010 4.2378 3.9913
C 1.9870 2.8990 4.2042
O 3.2383 3.1184 4.9104
H 0.4614 4.0536 3.3075
H 1.9270 4.9991 3.5345
H 0.8520 4.6425 4.9004
H 2.2646 2.5232 3.2180
H 1.3595 2.1836 4.7276
H 3.0760 3.1397 5.8570
C 2.9808 -0.2243 5.5322
C 3.4971 -1.2647 6.4828
O 4.4281 -2.0835 5.7454
H 2.3068 -0.6622 4.7971
H 3.7605 0.3018 4.9689
H 2.5195 0.6166 6.0546
H 2.6835 -1.9315 6.7789
H 4.0402 -0.8443 7.3300
H 4.7661 -2.7610 6.3375
C -3.5100 3.2288 -0.2875
O -4.8593 2.8007 -0.2640
C -5.2243 1.9249 -1.3068
C -5.1136 2.5224 -2.6881
N -6.1087 3.5671 -2.8661
C -5.8678 4.3969 -4.0359
C -4.6066 5.2211 -4.0359
O -4.5527 5.9673 -2.8466
C -3.3330 6.6625 -2.7115
H -3.3262 3.7863 0.6282
H -3.2803 3.8572 -1.1532
H -2.8451 2.3537 -0.2706
H -6.2525 1.6135 -1.1079
H -4.6801 0.9673 -1.2327
H -5.2475 1.6617 -3.3589
H -4.0840 2.8570 -2.8848
H -5.9914 4.1621 -2.0466
H -6.7113 5.0971 -4.0902
H -5.9825 3.8051 -4.9473
H -4.5802 5.8748 -4.9201
H -3.7089 4.5845 -4.1290
H -3.2496 7.4273 -3.4924
H -2.4857 5.9747 -2.6683
H -3.4048 7.2234 -1.7777
C -2.3744 -0.9537 5.8505
O -1.8964 -2.2268 6.2036
C -0.5019 -2.3498 5.9792
C -0.0921 -3.7152 6.4992
N -0.4261 -3.7752 7.9402
C -0.6621 -5.1775 8.3750
C -2.0563 -5.6680 7.9724
O -3.0040 -4.7729 8.4725
C -4.3250 -5.1887 8.2233
H -2.2227 -0.7752 4.7740
H -1.8603 -0.1502 6.3925
H -3.4449 -0.8709 6.0205
H 0.0467 -1.5728 6.5252
H -0.3918 -2.3032 4.8903
H 0.9810 -3.9098 6.4590
H -0.6303 -4.4529 5.8850
H -1.3912 -3.4327 7.9647
H -0.6603 -5.2286 9.4652
H 0.0825 -5.8325 7.9216
H -2.2506 -6.6941 8.3187
H -2.0989 -5.7714 6.8722
H -4.4024 -5.7015 7.2546
H -4.9562 -4.3096 8.0914
H -4.6875 -5.8529 9.0089
C 2.4996 2.0540 -5.8296
O 2.0272 1.0113 -6.6472
C 0.8069 0.5004 -6.1924
C -0.0082 -0.1321 -7.3176
N 0.3569 -1.5052 -7.6812
C -0.1793 -2.4723 -6.7163
C -0.0241 -3.8829 -7.2212
O 1.3438 -4.1271 -7.4579
C 1.5854 -5.4902 -7.7287
H 3.5519 2.2444 -6.0360
H 2.4667 1.7538 -4.7678
H 1.9036 2.9633 -5.9477
H 0.1517 1.2744 -5.7656
H 0.9140 -0.2318 -5.3812
H 0.0188 0.5174 -8.1987
H -1.0635 -0.0615 -7.0324
H 1.3684 -1.5239 -7.5939
H -1.2080 -2.2207 -6.4650
H 0.4183 -2.4010 -5.7839
H -0.5913 -3.9548 -8.1613
H -0.4129 -4.6122 -6.5002
H 1.3480 -6.1109 -6.8566
H 2.6300 -5.6051 -8.0041
H 0.9701 -5.8383 -8.5671

---

5.
100
Properties=species:S:1:pos:R:3 method="wB97M-V/def2-TZVPD" homo_ha=-0.037 total_charge=-2 multiplicity=1 gap_ev=4.45
K 1.0683 2.9903 -0.4903
C -1.9066 4.6942 2.6799
C -2.7095 3.9233 1.6475
S -2.2043 2.2072 1.3404
C -2.3017 1.4598 3.0039
C -1.1467 0.4951 3.2556
S 0.5051 1.2348 3.1282
C 0.6299 1.9756 4.7928
C 1.9933 2.6041 4.9928
S 2.7334 3.6634 3.4384
C 1.9681 5.1836 4.0664
C 0.4533 5.2732 3.9184
S -0.1452 4.8294 2.2558
H -1.9699 4.2193 3.6629
H -2.3279 5.6992 2.7642
H -2.6142 4.3908 0.6676
H -3.7643 3.9255 1.9312
H -3.2507 0.9218 3.0794
H -2.2985 2.2596 3.7439
H -1.1676 -0.2987 2.5091
H -1.2464 0.0398 4.2458
H 0.4409 1.1520 5.4939
H -0.1773 2.7044 4.9024
H 2.7514 1.8213 5.0863
H 2.0020 3.2109 5.9051
H 2.4473 6.0057 3.5460
H 2.2086 5.2582 5.1294
H 0.1281 6.2967 4.1290
H -0.0349 4.6025 4.6283
C 2.1491 1.3486 -2.8260
C 3.2268 1.0698 -1.9653
C 3.8681 2.2854 -1.6636
C 3.1913 3.3150 -2.3413
C 2.1303 2.7370 -3.0607
H 1.4884 0.6244 -3.2906
H 3.5677 0.0914 -1.6445
H 4.7563 2.3916 -1.0537
H 3.4706 4.3605 -2.3596
H 1.4383 3.2655 -3.7040
I 3.5000 6.7786 1.0195
C 3.4980 4.6776 1.6793
H 4.5623 4.4346 1.7100
H 3.0660 4.1546 0.8181
C 1.1146 -1.7109 -1.6582
C 0.7927 -3.1804 -1.4311
As 0.9790 -4.1714 -3.1266
C -0.5796 -3.3347 -3.9742
C -1.8705 -3.5171 -3.4868
C -2.9343 -2.8157 -4.0302
C -2.7187 -1.9162 -5.0653
C -1.4378 -1.7297 -5.5623
C -0.3757 -2.4399 -5.0200
C 0.1101 -5.8508 -2.6123
C -0.2812 -6.7203 -3.6338
C -0.8508 -7.9482 -3.3454
C -1.0332 -8.3399 -2.0250
C -0.6419 -7.4886 -1.0013
C -0.0751 -6.2563 -1.2941
P 0.6130 -0.5433 -0.2853
C 1.3325 -1.5032 1.1160
C 2.6519 -1.1068 1.3616
C 3.4073 -1.6968 2.3587
C 2.8549 -2.6909 3.1546
C 1.5470 -3.0890 2.9294
C 0.7965 -2.5089 1.9149
C -1.2119 -0.7930 -0.4697
C -1.7361 0.1332 -1.3792
C -3.0823 0.1598 -1.6964
C -3.9506 -0.7397 -1.0970
C -3.4531 -1.6692 -0.1983
C -2.0973 -1.7027 0.1066
H 0.5917 -1.3328 -2.5408
H 2.1833 -1.5660 -1.8287
H -0.2366 -3.3033 -1.0861
H 1.4611 -3.6065 -0.6817
H -2.0443 -4.2103 -2.6705
H -3.9311 -2.9518 -3.6304
H -3.5454 -1.3470 -5.4720
H -1.2631 -1.0204 -6.3615
H 0.6290 -2.2845 -5.3977
H -0.1418 -6.4140 -4.6654
H -1.1523 -8.6081 -4.1504
H -1.4776 -9.3001 -1.7948
H -0.7822 -7.7863 0.0309
H 0.2230 -5.5988 -0.4849
H 3.0702 -0.2965 0.7708
H 4.4222 -1.3638 2.5379
H 3.4327 -3.1517 3.9465
H 1.0973 -3.8566 3.5494
H -0.2139 -2.8582 1.7773
H -1.0717 0.8707 -1.8208
H -3.4571 0.9094 -2.3820
H -5.0108 -0.7153 -1.3201
H -4.1234 -2.3765 0.2780
H -1.7645 -2.4434 0.8161
F -2.0425 6.0065 -0.7072
B -1.7505 5.1190 -1.7612
F -0.8531 4.1102 -1.2739
F -2.9395 4.4779 -2.1696
F -1.1561 5.7911 -2.8284

---

How do the records compare in E_tot? In the order shown, they have -105992.9010, -83865.4920, -8864.9461, -148873.0761, -191689.7335 eV.